Entry 1:
173
Properties=species:S:1:pos:R:3 method="wB97M-V/def2-TZVPD" total_charge=-1 de_lowest_kcal_mol=0.0
C 5.3835 2.7141 -3.1417
C 4.2057 3.3664 -3.8738
O 4.3982 3.8238 -4.9915
N 2.9962 3.3418 -3.2214
C 1.9227 4.1135 -3.8558
C 0.5073 3.6632 -3.4000
C -0.2422 2.7724 -4.4185
C -0.7348 1.4047 -3.8249
Ga 0.8447 0.1275 -3.5144
C 2.2072 0.4861 -5.0308
C 1.7014 0.2272 -6.4780
C 0.7273 -0.9173 -6.6196
O -0.4430 -0.8864 -6.3258
O 1.2501 -2.1217 -7.1572
C 0.2948 -1.8650 -3.3870
O 0.6704 -2.5223 -2.1422
C 1.9804 -2.7576 -1.9873
C 2.3705 -3.2613 -0.7513
C 3.6845 -3.5046 -0.4785
C 4.6606 -3.2520 -1.4254
C 4.2978 -2.7860 -2.6651
C 2.9666 -2.5484 -2.9340
C 1.6253 0.5902 -1.6433
C 0.6622 0.3159 -0.4920
C 0.7649 1.3667 0.6289
F -0.6965 0.2699 -0.8709
H 5.8203 1.9531 -3.7922
H 6.1485 3.4793 -2.9804
H 5.0881 2.2434 -2.1994
H 3.0907 3.5418 -2.2348
H 1.9326 4.0241 -4.9416
H 2.0901 5.1784 -3.6426
H 0.5134 3.2488 -2.3866
H -0.0607 4.6036 -3.3297
H 0.3208 2.6185 -5.3471
H -1.1591 3.3069 -4.7205
H -1.3692 0.9647 -4.6063
H -1.2874 1.6638 -2.9161
H 3.1745 0.0050 -4.8367
H 2.4155 1.5609 -4.9745
H 1.2016 1.1217 -6.8655
H 2.5611 0.0484 -7.1392
H 1.0898 -2.0814 -8.1076
H -0.8013 -1.8796 -3.4125
H 0.6151 -2.4814 -4.2417
H 1.6460 -3.4758 0.0294
H 4.0209 -3.9019 0.4826
H 5.7193 -3.4063 -1.2307
H 5.0532 -2.5844 -3.4193
H 2.7205 -2.1856 -3.9238
H 1.9386 1.6383 -1.6045
H 2.5183 -0.0243 -1.4605
H 0.9238 -0.6460 -0.0360
H 0.3048 0.9228 1.5239
H 0.2196 2.2850 0.3887
H 1.8144 1.5639 0.8559
C 2.4583 10.0239 -4.2203
C 2.7206 9.4350 -2.8412
C 1.9272 8.1382 -2.9019
O 1.9377 7.7152 -4.2675
C 2.4311 8.7748 -5.0892
H 3.2072 10.7480 -4.5402
H 1.4812 10.5139 -4.2364
H 3.7855 9.2179 -2.7265
H 2.4152 10.0823 -2.0195
H 0.8851 8.2944 -2.6020
H 2.3538 7.3537 -2.2751
H 3.4374 8.5033 -5.4258
H 1.7903 8.8838 -5.9654
C 6.2826 -5.4388 -6.1447
C 7.1149 -4.6143 -7.1150
C 7.2715 -3.3063 -6.3563
O 7.2632 -3.6314 -4.9618
C 6.8373 -4.9929 -4.8014
H 6.3621 -6.5143 -6.3012
H 5.2297 -5.1588 -6.2256
H 8.0923 -5.0837 -7.2587
H 6.6526 -4.4855 -8.0932
H 6.4321 -2.6308 -6.5516
H 8.1994 -2.7868 -6.6016
H 7.7131 -5.5869 -4.5146
H 6.0970 -5.0535 -4.0025
C -2.9720 -1.6800 4.3677
C -3.6475 -1.2089 3.0864
C -2.5641 -0.3399 2.4648
O -1.3123 -0.8942 2.8752
C -1.5312 -1.8544 3.9099
H -3.4004 -2.5923 4.7826
H -3.0325 -0.8994 5.1299
H -3.8575 -2.0651 2.4401
H -4.5813 -0.6709 3.2521
H -2.6183 0.6908 2.8357
H -2.6108 -0.3182 1.3757
H -1.3665 -2.8522 3.4873
H -0.8107 -1.6954 4.7142
C 0.2312 4.7470 4.2523
C 1.5250 4.4027 4.9783
C 2.1604 3.4039 4.0212
O 1.7349 3.7680 2.7074
C 0.6787 4.7271 2.7996
H -0.2019 5.6962 4.5500
H -0.5105 3.9652 4.4252
H 2.1529 5.2941 5.0636
H 1.3744 3.9965 5.9786
H 1.8109 2.3849 4.2215
H 3.2511 3.4109 4.0644
H 1.0770 5.7018 2.4930
H -0.1242 4.4496 2.1148
C -6.6740 -2.2012 7.9658
C -5.9299 -2.2722 9.2896
C -4.4797 -2.2876 8.8306
O -4.4265 -1.5409 7.6112
C -5.7584 -1.3066 7.1431
H -7.6868 -1.8093 8.0508
H -6.7301 -3.1951 7.5190
H -6.1274 -1.3710 9.8771
H -6.1946 -3.1374 9.8946
H -4.1411 -3.3079 8.6196
H -3.8012 -1.8410 9.5593
H -5.9919 -0.2470 7.2998
H -5.8101 -1.5183 6.0738
C -10.6898 -5.1042 9.5128
C -9.9489 -5.1707 10.8413
C -8.4975 -5.1899 10.3865
O -8.4409 -4.4492 9.1631
C -9.7711 -4.2146 8.6895
H -11.7022 -4.7104 9.5925
H -10.7453 -6.1005 9.0673
H -10.1477 -4.2674 11.4234
H -10.2143 -6.0332 11.4513
H -8.1584 -6.2109 10.1817
H -7.8216 -4.7398 11.1156
H -10.0043 -3.1548 8.8418
H -9.8201 -4.4301 7.6216
C 6.6145 -7.3170 2.0074
C 6.6703 -6.3399 3.1730
C 5.8954 -5.1536 2.6190
O 4.9256 -5.6843 1.7107
C 5.2219 -7.0586 1.4526
H 6.7710 -8.3563 2.2953
H 7.3696 -7.0515 1.2633
H 6.1472 -6.7598 4.0363
H 7.6821 -6.0798 3.4824
H 6.5506 -4.4771 2.0596
H 5.3887 -4.5807 3.3966
H 4.4708 -7.6702 1.9652
H 5.1521 -7.2497 0.3812
C -3.6765 -1.2045 -9.4521
C -2.3985 -1.5669 -8.7069
C -1.7642 -2.5720 -9.6554
O -2.1674 -2.2005 -10.9805
C -3.2112 -1.2261 -10.9004
H -4.0997 -0.2454 -9.1563
H -4.4338 -1.9766 -9.2903
H -1.7618 -0.6863 -8.6111
H -2.5667 -1.9699 -7.7114
H -2.1284 -3.5865 -9.4623
H -0.6749 -2.5796 -9.5969
H -2.7953 -0.2566 -11.1974
H -4.0087 -1.4894 -11.5978
C -4.5177 4.7261 5.6022
C -4.7979 6.0207 4.8514
C -3.4954 6.7815 5.0477
O -2.4566 5.8021 5.1432
C -3.0446 4.5035 5.2980
H -5.1454 3.8921 5.2910
H -4.6608 4.8793 6.6751
H -4.9523 5.8091 3.7907
H -5.6672 6.5646 5.2196
H -3.5078 7.3563 5.9806
H -3.2772 7.4625 4.2237
H -2.9126 3.9562 4.3589
H -2.5268 3.9620 6.0904

Entry 2:
192
Properties=species:S:1:pos:R:3 method="wB97M-V/def2-TZVPD" total_charge=+3
C -9.1794 -3.8116 -1.4740
N -8.0168 -3.7522 -0.6707
C -8.0000 -3.8926 0.6685
C -6.7266 -3.7668 1.3645
C -5.5847 -3.3878 0.7471
C -5.7260 -3.0757 -0.6211
C -6.9315 -3.3259 -1.3179
C -4.3193 -3.1761 1.4627
C -3.1620 -3.5774 0.7655
C -1.8962 -3.6203 1.3683
N -1.7752 -3.1850 2.6143
C -2.8643 -2.8279 3.3828
C -4.1133 -2.8687 2.8286
C -0.3523 -3.3123 3.1555
H -9.0370 -4.4524 -2.3442
H -9.3534 -2.7555 -1.6803
H -9.9678 -4.2933 -0.8958
H -8.9330 -4.1497 1.1479
H -6.8479 -3.6938 2.4352
H -4.8558 -2.6302 -1.0802
H -7.0569 -2.9774 -2.3325
H -3.2111 -4.0348 -0.2117
H -0.9839 -4.0152 0.9462
H -2.6441 -2.6766 4.4292
H -4.9563 -2.7500 3.4932
H -0.1794 -4.2549 3.6749
H -0.1720 -2.4631 3.8147
H 0.3488 -3.1969 2.3289
C -11.2545 -1.2226 4.6781
N -9.9978 -0.8991 3.9920
C -8.8210 -1.1641 4.5947
C -7.6456 -0.7449 3.8771
C -7.7340 0.0774 2.7543
C -8.9538 0.2947 2.1506
C -10.0655 -0.2584 2.7841
C -6.5867 0.7689 2.0473
C -6.2176 0.4400 0.7604
C -5.1034 1.0403 0.1480
N -4.3104 1.9012 0.7465
C -4.6366 2.2080 1.9836
C -5.7028 1.5882 2.6822
C -3.2906 2.4780 -0.0723
H -11.2772 -0.5997 5.5723
H -11.2227 -2.2857 4.9167
H -12.0357 -1.0789 3.9317
H -8.8047 -1.7522 5.5004
H -6.6294 -0.9025 4.2071
H -9.1139 0.8447 1.2350
H -11.0329 -0.0424 2.3553
H -6.7607 -0.2151 0.0953
H -4.8006 0.7664 -0.8519
H -3.9933 2.8931 2.5159
H -5.9469 1.7932 3.7141
H -2.5021 2.9013 0.5499
H -3.6804 3.4169 -0.4656
H -2.9789 1.7897 -0.8579
B -1.0308 -0.1103 1.7379
F -0.6286 1.0670 1.1556
F -0.2073 -1.1382 1.4795
F -1.1475 0.1660 3.0711
F -2.2684 -0.6147 1.3010
O -0.8966 4.6799 -2.3950
C -0.3958 3.8238 -3.0741
N 0.2628 2.9109 -2.4405
C -0.5171 3.6555 -4.6359
H 0.3865 2.9314 -1.4383
H 0.6965 2.0539 -2.7530
H -1.4521 3.1471 -4.8715
H 0.3740 3.1444 -5.0002
H -0.5959 4.6021 -5.1706
O 0.7611 -4.1876 -1.3396
C 0.6589 -4.4615 -2.4902
N -0.4641 -4.4734 -3.1529
C 1.8826 -4.9006 -3.2896
H -1.3308 -4.4906 -2.6347
H -0.5242 -4.4770 -4.1611
H 2.6720 -5.1898 -2.5958
H 2.1612 -4.1820 -4.0603
H 1.6066 -5.8409 -3.7668
O -2.1064 5.5470 2.1105
C -1.1785 4.7647 2.1308
N -1.2071 3.6474 2.8207
C -0.0116 4.9672 1.1400
H -1.9475 3.4188 3.4685
H -0.6584 2.8944 2.4308
H -0.3042 5.6278 0.3239
H 0.1800 3.9800 0.7193
H 0.8369 5.4586 1.6161
O -3.3059 -3.7469 -2.7866
C -3.4432 -2.7462 -3.5149
N -4.4796 -2.7838 -4.3645
C -2.5260 -1.5520 -3.5136
H -5.0545 -3.6072 -4.2573
H -4.5730 -1.9799 -4.9688
H -2.9773 -0.7164 -2.9787
H -2.3626 -1.3221 -4.5664
H -1.5085 -1.6795 -3.1440
O 1.4022 -0.2501 5.7571
C 2.1958 -0.0416 4.8198
N 1.7236 0.1253 3.6142
C 3.7152 0.0887 5.0963
H 0.7187 0.0504 3.5457
H 2.3302 0.0350 2.8117
H 4.2518 0.1854 4.1525
H 4.0353 -0.9149 5.3765
H 3.8406 0.8442 5.8719
O -3.2453 2.8575 5.0641
C -2.6376 1.9112 5.4905
N -3.1680 0.7890 5.8714
C -1.1829 2.1505 5.9315
H -2.5041 0.1348 6.2604
H -4.1554 0.6735 6.0501
H -0.9545 1.4225 6.7099
H -1.2240 3.0935 6.4766
H -0.4019 2.3286 5.1923
C 3.5980 4.8190 3.8908
Cl 5.1548 4.1213 4.6317
Cl 2.3032 3.6343 3.9811
Cl 3.8898 5.0481 2.1173
H 3.2710 5.7313 4.3896
C 7.4846 -0.9082 -0.1880
O 6.3545 -0.2475 0.2881
C 5.1278 -0.2557 -0.4037
C 4.0715 0.0643 0.5616
N 3.8834 -1.0447 1.4037
C 3.2451 -2.1945 0.7409
C 3.3584 -3.5077 1.6250
O 4.6468 -3.8141 2.1088
C 5.6632 -4.1521 1.1945
H 8.1204 -1.0016 0.6924
H 8.0594 -0.2864 -0.8742
H 7.2562 -1.9191 -0.5257
H 4.9956 -1.2481 -0.8346
H 5.3044 0.4752 -1.1928
H 3.1579 0.3337 0.0316
H 4.5001 0.8411 1.1949
H 4.6223 -1.3659 2.0128
H 3.5554 -2.4350 -0.2760
H 2.1647 -2.0634 0.6816
H 2.7326 -4.2673 1.1565
H 2.7904 -3.2277 2.5122
H 6.3403 -3.3073 1.0684
H 5.2599 -4.4616 0.2304
H 6.1951 -4.9770 1.6686
C 0.4253 1.0637 -9.5160
O 1.3913 0.8741 -8.5588
C 1.2762 1.8466 -7.5142
C 2.3810 1.6745 -6.4617
N 1.9952 0.7743 -5.3841
C 3.0201 0.5629 -4.2676
C 2.4822 -0.1822 -3.0635
O 1.3785 0.4049 -2.4481
C 0.8327 -0.3099 -1.3151
H 0.6280 1.9101 -10.1722
H -0.5507 1.1755 -9.0438
H 0.3087 0.1356 -10.0755
H 0.3274 1.8774 -6.9785
H 1.1946 2.8788 -7.8547
H 2.5554 2.6430 -5.9930
H 3.3646 1.4533 -6.8761
H 1.6850 -0.0699 -5.8438
H 3.4111 1.5437 -3.9970
H 3.8170 -0.1353 -4.5237
H 3.3035 -0.2397 -2.3492
H 2.1665 -1.1109 -3.5388
H 1.4480 -0.2200 -0.4198
H 0.7202 -1.3712 -1.5366
H 0.0221 0.2858 -0.8955
C 12.3474 0.6015 -0.9868
O 11.0787 0.8462 -0.4972
C 10.2067 1.7164 -1.2536
C 9.1827 2.4650 -0.3047
N 8.2556 3.1913 -1.1938
C 6.9602 3.1516 -0.4998
C 5.8867 3.7355 -1.3893
O 4.6025 3.3341 -0.9712
C 3.4923 3.9232 -1.4358
H 12.9135 0.0616 -0.2278
H 12.7966 1.5795 -1.1598
H 12.2735 0.0421 -1.9193
H 9.9197 1.0620 -2.0766
H 10.7667 2.5416 -1.6934
H 9.8213 3.1720 0.2248
H 8.8425 1.7391 0.4338
H 8.2493 2.6368 -2.0379
H 6.8968 3.7485 0.4101
H 6.6765 2.1154 -0.3159
H 6.0653 3.3881 -2.4069
H 6.0901 4.7938 -1.2261
H 2.5823 3.5788 -0.9445
H 3.3960 3.9045 -2.5214
H 3.4881 4.9411 -1.0461

The records above give, respectively, LUMO level values of 0.0614, -0.3443 Ha.
The records above give, respectively, HOMO-LUMO gap values of 0.215, 0.109 Ha.
The records above give, respectively, HOMO level values of -4.2, -12.3 eV.